No. 1
# C52H83AsIrN3O2SSeSi

A molecular structure, C52H83AsIrN3O2SSeSi (the ωB97M-V functional and the def2-TZVPD basis, the Open Molecules 2025 dataset).

The geometry in XYZ format:
```
145
Properties=species:S:1:pos:R:3:mulliken_charge:R:1
Ir 0.65 -0.10 0.06 2.36
C 3.79 1.29 -0.11 -1.36
N 3.08 0.01 -0.15 0.57
C 3.62 -0.86 0.90 -0.67
C 3.19 -0.61 -1.47 -0.35
C 2.29 0.07 -2.46 -1.18
N 0.86 -0.08 -2.13 0.70
C 0.26 -1.31 -2.70 -1.56
C 0.67 -2.69 -2.29 0.48
C 0.43 -3.67 -3.25 -0.49
C 0.55 -5.02 -2.98 -0.52
C 1.01 -5.35 -1.71 -0.39
C 1.30 -4.42 -0.72 -0.08
C 1.05 -3.04 -1.00 -0.77
O 1.19 -2.12 -0.04 0.05
C 2.01 -4.90 0.56 2.61
C 1.47 -4.29 1.87 -1.06
C 3.49 -4.52 0.39 -1.61
C 1.94 -6.42 0.74 -2.43
C 0.17 -6.06 -4.04 1.93
C -1.32 -5.91 -4.37 -1.62
C 0.42 -7.49 -3.56 -2.15
C 0.99 -5.83 -5.31 -1.65
C 0.08 1.02 -2.77 -1.84
C 0.03 2.42 -2.22 0.29
C -0.70 3.31 -3.00 -0.77
C -0.97 4.60 -2.58 -0.27
C -0.37 5.00 -1.38 -0.51
C 0.41 4.17 -0.59 0.02
C 0.56 2.81 -0.98 -0.54
O 1.22 1.93 -0.23 0.09
C 1.12 4.74 0.65 2.55
C 2.62 4.82 0.33 -2.01
C 0.91 3.85 1.89 -0.50
C 0.63 6.14 1.01 -2.30
C -1.92 5.49 -3.37 1.96
C -1.30 5.85 -4.72 -1.82
C -2.27 6.78 -2.63 -1.92
C -3.24 4.72 -3.60 -1.63
H 4.87 1.12 -0.23 0.46
H 3.61 1.78 0.84 0.23
H 3.45 1.95 -0.90 0.43
H 4.66 -1.12 0.70 0.46
H 3.02 -1.76 0.97 -0.26
H 3.58 -0.33 1.86 0.12
H 2.93 -1.66 -1.38 -0.35
H 4.22 -0.55 -1.84 0.68
H 2.48 -0.33 -3.46 0.59
H 2.50 1.14 -2.48 0.53
H 0.35 -1.25 -3.79 0.47
H -0.80 -1.23 -2.47 0.14
H 0.10 -3.35 -4.24 0.47
H 1.16 -6.39 -1.48 0.71
H 1.23 -3.24 1.75 -0.37
H 2.22 -4.40 2.66 0.57
H 0.57 -4.82 2.19 0.44
H 3.62 -3.44 0.34 0.29
H 3.89 -4.96 -0.52 0.32
H 4.08 -4.89 1.24 0.54
H 0.91 -6.78 0.72 0.46
H 2.37 -6.68 1.71 0.44
H 2.51 -6.95 -0.02 0.48
H -1.93 -6.06 -3.47 0.34
H -1.62 -6.64 -5.12 0.47
H -1.54 -4.91 -4.76 0.32
H -0.19 -7.73 -2.68 0.39
H 1.47 -7.65 -3.32 0.41
H 0.14 -8.19 -4.35 0.44
H 0.78 -4.86 -5.76 0.30
H 0.76 -6.60 -6.05 0.47
H 2.06 -5.88 -5.10 0.37
H -0.96 0.69 -2.80 0.68
H 0.41 1.09 -3.82 0.62
H -1.10 2.96 -3.94 0.59
H -0.52 6.02 -1.06 0.62
H 3.02 3.83 0.13 0.25
H 3.16 5.25 1.18 0.48
H 2.79 5.46 -0.54 0.39
H 1.37 2.88 1.74 -0.62
H -0.15 3.69 2.08 -0.11
H 1.36 4.34 2.76 0.65
H 0.87 6.87 0.23 0.48
H 1.13 6.47 1.92 0.44
H -0.45 6.16 1.18 0.28
H -0.39 6.43 -4.58 0.37
H -2.00 6.44 -5.32 0.47
H -1.04 4.95 -5.29 0.31
H -1.39 7.41 -2.50 0.37
H -2.71 6.58 -1.65 0.31
H -2.99 7.35 -3.21 0.46
H -3.10 3.88 -4.30 0.34
H -3.99 5.38 -4.03 0.52
H -3.62 4.32 -2.66 0.17
C -5.21 2.58 -0.07 -1.17
Si -3.63 2.77 0.91 0.38
C -3.92 2.19 2.66 -0.86
C -3.15 4.58 0.96 -0.31
Se -1.98 1.61 -0.21 -0.19
H -5.98 3.24 0.34 0.42
H -5.60 1.56 -0.03 0.36
H -5.06 2.85 -1.11 0.24
H -4.69 2.83 3.11 0.53
H -3.02 2.26 3.27 -0.05
H -4.28 1.16 2.71 0.36
H -4.04 5.18 1.18 0.62
H -2.74 4.91 0.00 -0.46
H -2.41 4.77 1.73 0.23
N 0.60 -0.30 2.13 -0.13
S 0.53 0.83 3.25 0.51
C -0.86 0.44 4.32 0.62
C -1.19 1.35 5.31 -0.57
C -2.29 1.09 6.12 -0.68
C -3.04 -0.06 5.92 -0.60
C -2.70 -0.96 4.92 -0.55
C -1.61 -0.71 4.10 -0.50
C 1.84 0.44 4.40 0.41
C 1.92 -0.82 4.98 -0.21
C 3.01 -1.13 5.78 -0.90
C 4.00 -0.18 5.99 -0.56
C 3.91 1.08 5.42 -0.72
C 2.82 1.40 4.61 -0.05
H 0.83 -1.23 2.47 -0.48
H -0.60 2.24 5.46 0.44
H -2.56 1.79 6.89 0.45
H -3.90 -0.26 6.55 0.43
H -3.29 -1.85 4.77 0.44
H -1.34 -1.38 3.30 0.20
H 1.14 -1.55 4.81 0.32
H 3.07 -2.10 6.23 0.44
H 4.86 -0.43 6.60 0.42
H 4.68 1.82 5.60 0.45
H 2.74 2.37 4.15 0.40
C -1.68 -3.51 0.91 -1.20
As -1.76 -1.75 0.09 0.89
C -2.62 -2.33 -1.57 -1.52
C -3.39 -1.10 0.96 -0.87
H -2.68 -3.96 0.88 0.71
H -1.35 -3.45 1.95 0.21
H -0.98 -4.14 0.36 0.09
H -3.52 -2.88 -1.31 0.51
H -1.95 -2.98 -2.13 0.34
H -2.89 -1.47 -2.18 0.32
H -4.04 -1.95 1.20 0.61
H -3.91 -0.43 0.28 0.37
H -3.15 -0.55 1.87 -0.17
```

Computed properties:
- Relative energy (zero: lowest compared OMol25 entry of this formula, charge and spin): 0.0 kcal per mole
- 2S+1: 2
- Molecular weight: 1188.51 g mol⁻¹
- Net charge: +1
- Strongest force on any atom: 4.3 eV Å⁻¹
- Kohn-Sham gap (spin up / spin down): 0.239 / 0.207 Eh


No. 2
# C52H85AsBN9O3PSSiTi

A molecular structure, C52H85AsBN9O3PSSiTi (the ωB97M-V functional and the def2-TZVPD basis, the Open Molecules 2025 dataset).

The geometry in XYZ format:
```
155
Properties=species:S:1:pos:R:3:mulliken_charge:R:1
Ti 0.07 0.06 0.95 -2.13
C -0.81 -4.49 -0.38 -2.35
C -0.97 -3.11 -0.54 -1.09
N -0.40 -2.45 0.45 0.82
N 0.16 -3.38 1.26 0.08
C -0.05 -4.61 0.76 -0.30
B 1.24 -2.82 2.22 0.90
N 0.46 -1.90 3.20 1.33
C 0.15 -2.22 4.46 0.14
C -0.95 -1.49 4.86 -2.40
C -1.27 -0.72 3.75 -1.07
N -0.42 -0.97 2.75 1.05
N 2.22 -2.07 1.28 0.80
C 3.25 -2.66 0.64 -0.73
C 3.51 -1.96 -0.52 -1.90
C 2.58 -0.93 -0.53 -0.32
N 1.80 -1.01 0.54 1.45
N 1.94 -3.89 3.00 0.38
C 1.38 -4.97 3.62 -0.33
C 2.35 -5.56 4.40 -1.26
C 3.49 -4.75 4.20 -0.35
N 3.24 -3.75 3.38 -1.05
H -1.17 -5.28 -1.01 0.71
H -1.47 -2.57 -1.33 0.87
H 0.37 -5.49 1.23 0.73
H 0.73 -2.95 5.00 0.44
H -1.45 -1.51 5.81 0.53
H -2.05 0.02 3.63 0.35
H 3.72 -3.52 1.06 0.63
H 4.29 -2.15 -1.24 0.66
H 2.43 -0.15 -1.25 -0.37
H 0.35 -5.22 3.49 0.59
H 2.25 -6.43 5.02 0.49
H 4.47 -4.86 4.63 0.51
C -0.99 4.50 -1.85 -1.78
C -0.41 3.15 -1.41 2.53
C 1.08 3.11 -1.72 -1.23
P -0.65 2.64 0.35 1.99
C -2.12 3.59 0.93 -0.09
C -2.23 3.58 2.44 -1.03
C -3.41 3.13 0.26 -0.90
C 0.67 3.47 1.22 -0.25
C 0.88 4.85 1.18 -0.67
C 1.93 5.45 1.87 1.05
C 2.15 6.93 1.83 -1.72
C 2.77 4.60 2.60 -1.27
C 2.57 3.24 2.66 -0.37
C 1.50 2.65 1.97 -0.61
N 1.21 1.26 2.08 1.72
C 1.96 0.71 3.19 -1.42
C 1.44 0.87 4.49 1.64
C 0.30 1.80 4.77 -1.76
C 2.08 0.24 5.54 -0.66
C 3.25 -0.50 5.36 0.65
C 3.89 -1.23 6.50 -1.67
C 3.83 -0.47 4.10 -1.05
C 3.23 0.18 3.03 1.79
C 4.07 0.43 1.80 -2.12
H -0.90 4.56 -2.93 0.49
H -0.44 5.34 -1.44 0.34
H -2.05 4.63 -1.61 0.46
H -0.90 2.36 -1.98 -1.63
H 1.59 3.98 -1.30 0.49
H 1.21 3.11 -2.80 0.33
H 1.56 2.21 -1.33 -0.23
H -1.90 4.61 0.60 1.05
H -2.30 2.56 2.82 -0.46
H -3.12 4.12 2.76 0.63
H -1.36 4.05 2.91 0.29
H -3.66 2.12 0.57 -0.81
H -3.36 3.14 -0.83 0.08
H -4.24 3.78 0.56 0.72
H 0.21 5.48 0.61 0.12
H 1.40 7.43 1.22 0.37
H 3.13 7.17 1.42 0.35
H 2.11 7.36 2.83 0.35
H 3.60 5.03 3.14 0.49
H 3.23 2.64 3.26 0.58
H -0.40 1.87 3.94 -0.33
H 0.68 2.81 4.95 0.53
H -0.25 1.49 5.67 0.55
H 1.66 0.33 6.54 0.41
H 4.23 -0.54 7.27 0.35
H 4.74 -1.81 6.17 0.41
H 3.18 -1.91 6.98 0.36
H 4.79 -0.95 3.95 0.37
H 3.53 0.96 1.02 -0.06
H 4.92 1.07 2.09 0.62
H 4.49 -0.49 1.40 0.50
C -4.68 1.23 3.17 -1.33
C -4.54 -0.12 2.48 -1.33
As -3.17 -0.46 1.09 1.92
C -4.05 -0.04 -0.62 0.16
C -5.52 0.38 -0.57 -1.51
C -3.46 -2.41 1.15 -0.20
C -4.89 -2.91 1.32 -1.50
H -5.43 1.15 3.97 0.45
H -5.02 2.01 2.50 0.24
H -3.76 1.57 3.64 0.27
H -5.48 -0.40 2.02 0.79
H -4.31 -0.88 3.23 0.51
H -3.92 -0.93 -1.24 0.85
H -3.45 0.74 -1.09 -0.30
H -6.16 -0.41 -0.18 0.32
H -5.87 0.62 -1.58 0.40
H -5.67 1.27 0.04 0.26
H -2.80 -2.80 1.93 0.28
H -3.06 -2.79 0.21 0.09
H -5.30 -2.68 2.30 0.33
H -4.90 -3.99 1.20 0.47
H -5.55 -2.50 0.56 0.20
C 0.00 -3.03 -5.62 -1.34
C 0.56 -3.26 -4.23 1.73
C 1.93 -3.92 -4.29 -1.77
C -0.40 -4.12 -3.43 -1.78
O 0.77 -2.02 -3.51 0.56
Si 0.07 -0.56 -3.42 -1.70
S -0.49 -0.05 -1.41 1.28
O 1.05 0.61 -3.98 1.26
C 2.32 0.69 -4.66 1.73
C 2.47 -0.42 -5.69 -1.03
C 2.36 2.04 -5.37 -1.77
C 3.43 0.58 -3.62 -1.38
O -1.35 -0.60 -4.19 0.11
C -2.14 0.36 -4.92 1.74
C -1.53 0.55 -6.30 -1.40
C -2.19 1.68 -4.17 -0.64
C -3.53 -0.25 -5.01 -1.73
H -0.11 -3.99 -6.12 0.59
H 0.65 -2.41 -6.24 0.20
H -0.98 -2.56 -5.57 0.17
H 1.85 -4.91 -4.73 0.42
H 2.34 -4.02 -3.28 0.21
H 2.63 -3.34 -4.89 0.37
H -0.57 -5.06 -3.95 0.57
H -1.36 -3.61 -3.32 0.23
H 0.02 -4.32 -2.45 0.20
H 1.64 -0.40 -6.40 0.25
H 2.50 -1.39 -5.20 -0.28
H 3.40 -0.28 -6.24 0.65
H 1.50 2.14 -6.03 0.29
H 3.27 2.11 -5.98 0.44
H 2.37 2.87 -4.67 0.35
H 3.37 -0.39 -3.12 0.08
H 3.34 1.38 -2.88 0.17
H 4.41 0.66 -4.09 0.56
H -0.54 0.99 -6.22 -0.06
H -2.16 1.22 -6.90 0.52
H -1.45 -0.40 -6.82 0.31
H -1.18 2.10 -4.08 0.01
H -2.61 1.54 -3.17 -0.31
H -2.81 2.40 -4.71 0.60
H -3.50 -1.20 -5.55 0.39
H -4.21 0.42 -5.54 0.38
H -3.93 -0.43 -4.01 0.15
```

Computed properties:
- Relative energy (zero: lowest compared OMol25 entry of this formula, charge and spin): 1.9 kcal per mole
- Molecular weight: 1109.04 g mol⁻¹
- Net charge: +1
- Strongest force on any atom: 0.5 eV Å⁻¹
- Kohn-Sham gap: 0.248 Eh


No. 3
# C52H86N10O6S6

16 unconnected molecules or ions with the total composition C52H86N10O6S6 (the ωB97M-V functional and the def2-TZVPD basis, the Open Molecules 2025 dataset).

The geometry in XYZ format:
```
160
Properties=species:S:1:pos:R:3:mulliken_charge:R:1
C 21.95 31.93 14.63 -0.64
S 23.29 30.85 15.36 0.42
O 23.63 31.50 16.70 -0.65
C 22.21 29.42 15.73 -0.47
H 21.17 32.17 15.34 0.31
H 21.54 31.56 13.69 0.00
H 22.36 32.90 14.32 0.42
H 22.11 28.75 14.88 0.20
H 21.23 29.86 15.91 -0.05
H 22.66 28.98 16.61 0.45
C 14.73 24.83 7.19 -1.04
S 13.69 24.80 8.74 0.72
O 12.33 24.27 8.32 -0.66
C 14.58 23.36 9.54 -0.90
H 14.69 23.98 6.52 0.51
H 15.78 25.02 7.40 0.17
H 14.42 25.65 6.53 0.36
H 14.55 22.54 8.82 0.38
H 14.05 23.03 10.43 0.37
H 15.60 23.58 9.87 0.09
C 14.08 28.66 7.22 -1.00
S 12.28 28.31 7.22 0.24
O 11.90 26.83 7.21 -0.52
C 11.93 28.97 8.83 -0.58
H 14.22 29.74 7.31 0.44
H 14.55 28.22 6.34 0.42
H 14.66 28.18 8.01 0.22
H 10.90 29.30 8.98 0.40
H 12.46 29.89 9.08 0.11
H 12.25 28.25 9.58 0.19
C 11.35 33.04 11.96 -0.81
S 10.13 31.69 11.51 0.35
O 10.93 30.38 11.53 -0.48
C 9.13 31.48 13.02 -0.76
H 12.14 32.78 12.65 0.23
H 10.90 33.98 12.26 0.44
H 11.86 33.17 11.01 0.22
H 8.77 32.42 13.45 0.41
H 9.86 31.08 13.73 0.16
H 8.32 30.78 12.82 0.28
C 18.07 29.20 10.18 0.28
S 16.89 28.59 11.45 0.87
O 15.57 29.10 10.94 -0.41
C 17.02 26.83 10.87 -0.99
H 18.90 28.55 9.88 -0.06
H 18.57 30.09 10.55 -0.37
H 17.54 29.48 9.27 -0.04
H 18.03 26.41 10.79 -0.01
H 16.82 26.84 9.79 0.42
H 16.29 26.23 11.40 0.40
C 16.41 34.38 8.76 -0.81
S 16.12 33.38 10.37 0.36
O 17.47 32.81 10.78 -0.74
C 15.30 31.99 9.43 0.02
H 17.23 35.09 8.86 0.39
H 15.45 34.86 8.54 0.42
H 16.61 33.64 7.98 0.05
H 14.81 31.35 10.17 -0.26
H 16.02 31.30 9.00 -0.21
H 14.53 32.54 8.88 0.59
N 10.60 27.91 12.75 0.40
C 11.44 27.08 13.48 -0.68
C 10.70 26.06 14.00 -0.47
C 9.37 26.21 13.66 -0.83
C 9.30 27.41 12.93 -0.40
H 10.83 28.82 12.38 0.14
H 12.49 27.29 13.58 0.74
H 11.14 25.31 14.64 0.40
H 8.57 25.54 13.92 0.41
H 8.42 27.93 12.57 0.39
N 19.57 23.96 5.86 0.04
C 18.46 23.26 5.32 -0.63
C 17.55 24.32 4.92 -0.71
C 18.04 25.59 5.46 -0.22
C 19.32 25.33 6.00 -0.47
H 20.45 23.59 6.18 0.24
H 18.49 22.20 5.15 0.43
H 16.71 24.16 4.26 0.48
H 17.59 26.53 5.18 0.60
H 20.08 25.97 6.42 0.23
N 18.66 31.67 12.97 2.46
C 18.05 32.56 13.85 -0.64
C 17.89 31.86 15.07 -1.69
C 18.67 30.68 14.94 -0.27
C 19.02 30.52 13.60 -0.78
H 18.74 31.91 11.99 -0.75
H 17.86 33.57 13.53 0.51
H 17.39 32.17 15.98 0.53
H 18.78 29.96 15.74 0.38
H 19.54 29.71 13.11 0.42
N 15.36 30.05 14.31 0.79
C 14.85 29.59 15.53 -0.45
C 13.43 29.47 15.48 -1.38
C 13.06 30.03 14.21 -0.65
C 14.26 30.34 13.50 -0.75
H 16.33 30.24 14.09 -0.14
H 15.51 29.38 16.36 0.48
H 12.76 29.05 16.21 0.48
H 12.08 29.99 13.75 0.89
H 14.37 30.66 12.47 0.51
N 22.45 28.09 7.87 0.01
C 22.10 26.88 8.38 -0.92
C 21.71 27.08 9.66 -0.59
C 21.59 28.46 9.90 -0.08
C 22.03 29.07 8.72 -1.17
H 22.66 28.27 6.90 0.27
H 22.02 26.02 7.74 0.67
H 21.52 26.19 10.24 0.60
H 21.15 28.89 10.79 0.66
H 21.98 30.13 8.51 0.53
N 20.23 33.32 10.71 0.11
C 21.03 33.74 11.70 -0.51
C 22.34 33.62 11.28 -0.83
C 22.39 32.86 10.11 -0.50
C 21.02 32.69 9.76 -0.31
H 19.23 33.38 10.67 0.41
H 20.61 34.26 12.55 0.47
H 23.23 34.11 11.67 0.45
H 23.25 32.65 9.48 0.47
H 20.60 32.33 8.83 0.35
N 19.58 30.78 6.40 0.16
C 18.80 29.66 6.66 -0.75
C 17.49 29.98 6.19 -0.14
C 17.42 31.35 6.03 -0.58
C 18.72 31.79 6.07 -0.93
H 20.58 30.86 6.49 0.27
H 19.24 28.70 6.86 0.64
H 16.63 29.33 6.15 0.37
H 16.50 31.87 5.79 0.56
H 19.05 32.80 5.87 0.42
N 15.84 22.81 13.83 0.13
C 14.47 22.80 13.90 -0.76
C 14.09 24.05 14.28 -0.44
C 15.16 24.90 14.15 0.13
C 16.26 24.08 13.99 -0.91
H 16.53 22.09 13.62 0.20
H 14.01 21.82 13.91 0.46
H 13.05 24.25 14.51 0.17
H 15.13 25.97 14.26 0.64
H 17.30 24.30 13.81 0.36
N 19.02 26.53 15.54 0.10
C 18.59 26.87 14.28 -1.14
C 19.58 26.37 13.43 1.04
C 20.55 25.66 14.13 -0.79
C 20.21 25.80 15.44 -1.21
H 18.66 26.75 16.46 0.24
H 17.72 27.51 14.19 0.55
H 19.41 26.50 12.38 0.15
H 21.42 25.20 13.67 0.57
H 20.66 25.51 16.38 0.48
N 18.84 22.23 11.39 0.07
C 18.23 21.89 10.24 -0.83
C 18.63 22.77 9.20 -0.87
C 19.36 23.78 9.90 0.66
C 19.50 23.39 11.25 -1.07
H 18.66 21.77 12.27 0.27
H 17.67 20.97 10.20 0.43
H 18.31 22.71 8.18 0.45
H 19.79 24.60 9.35 0.53
H 20.02 23.85 12.07 0.36
```

Computed properties:
- Molecular weight: 1139.73 g mol⁻¹
- Net charge: 0
- Strongest force on any atom: 4.0 eV Å⁻¹
- Kohn-Sham gap: 0.264 Eh


> The highest strongest force on any atom belongs to which entry?

C52H83AsIrN3O2SSeSi


> Which value of net charge does entry 3 give?

0


> Among the records above, which one has the lowest net charge?

C52H86N10O6S6